C32H52ClN6O3Si3Y | ωB97M-V with the def2-TZVPD basis set

Calculated values
Highest occupied orbital energy ... -6.013 eV
LUMO level ... -1.098 eV
2S+1 ... 1
Energy relative to the best compared isomer or geometry (same formula, charge and spin) ... 28.5 kcal per mole
Kohn-Sham gap ... 4.92 eV

Geometry (Å):
Y (0.048, 0.327, -0.117)
Cl (-0.349, -1.468, 1.862)
Si (-1.889, -1.188, -2.907)
Si (3.055, 0.070, -2.140)
Si (0.377, 2.409, 2.910)
O (-0.914, -0.972, -1.621)
O (-7.561, -1.611, 3.091)
O (-6.312, -3.373, 2.638)
N (1.433, -3.874, 1.879)
N (2.277, 0.303, -0.614)
N (1.777, -3.265, -0.695)
N (1.072, 1.569, 1.584)
N (-0.476, 2.551, -1.005)
N (-2.437, 1.033, 0.146)
C (-1.011, -1.981, -4.367)
C (1.215, -4.575, -0.491)
C (-6.435, -2.182, 2.608)
C (1.745, -0.241, -3.431)
C (-4.428, -1.870, 1.212)
C (0.497, 3.322, -1.490)
C (3.964, 1.641, -2.672)
C (-5.419, -1.272, 1.984)
C (2.935, -2.997, 0.154)
C (-1.501, 2.510, 2.735)
C (2.457, 1.404, 1.574)
C (0.232, 4.581, -2.014)
C (2.866, -3.719, 1.505)
C (4.467, 0.584, 0.485)
C (-2.575, 0.473, -3.482)
C (-3.355, -2.307, -2.535)
C (-3.442, -1.108, 0.613)
C (-3.466, 0.272, 0.769)
C (0.671, -4.764, 0.937)
C (-1.069, 5.046, -2.026)
C (-5.407, 0.108, 2.165)
C (3.084, 0.756, 0.464)
C (5.272, 1.027, 1.533)
C (-1.729, 3.012, -0.989)
C (3.298, 1.847, 2.605)
C (4.676, 1.665, 2.599)
C (-2.080, 4.248, -1.502)
C (0.587, 1.556, 4.582)
C (0.883, 4.226, 3.032)
C (-2.753, 2.130, -0.394)
C (-4.431, 0.885, 1.560)
C (4.239, -1.393, -2.352)
H (-0.055, 2.031, 5.329)
H (4.965, 0.103, -0.345)
H (4.704, 1.984, -1.948)
H (-1.745, -2.297, -5.114)
H (-3.347, 0.865, -2.816)
H (5.003, -1.532, -1.590)
H (0.760, -5.789, 1.298)
H (3.651, -2.312, -2.429)
H (3.006, -1.920, 0.302)
H (-4.442, -2.945, 1.097)
H (-0.309, -1.303, -4.850)
H (1.983, -5.323, -0.708)
H (-0.368, -4.443, 1.014)
H (2.221, -0.565, -4.361)
H (1.344, -4.224, 2.830)
H (-1.857, 2.991, 3.651)
H (0.953, -2.930, 1.888)
H (-3.876, -2.529, -3.471)
H (3.245, 2.452, -2.820)
H (-7.573, -0.669, 2.896)
H (1.953, 4.396, 3.150)
H (-1.827, 3.129, 1.897)
H (0.253, 0.520, 4.467)
H (1.600, 1.531, 4.978)
H (-0.452, -2.867, -4.058)
H (-1.979, 1.531, 2.677)
H (4.747, -1.261, -3.312)
H (6.342, 0.870, 1.488)
H (0.367, 4.718, 3.861)
H (-3.782, 2.493, -0.442)
H (1.155, 0.653, -3.657)
H (-3.030, -3.262, -2.113)
H (1.073, -2.542, -0.580)
H (-1.782, 1.221, -3.577)
H (1.049, 5.173, -2.402)
H (1.497, 2.908, -1.444)
H (5.262, 2.032, 3.433)
H (2.880, 2.363, 3.457)
H (-3.107, 4.586, -1.487)
H (-4.385, 1.948, 1.754)
H (3.291, -4.723, 1.472)
H (-1.301, 6.021, -2.434)
H (0.402, -4.748, -1.195)
H (3.355, -3.156, 2.298)
H (-3.032, 0.358, -4.470)
H (-2.659, -1.558, 0.021)
H (4.471, 1.491, -3.629)
H (1.059, -1.023, -3.113)
H (3.852, -3.314, -0.348)
H (-4.084, -1.871, -1.852)
H (0.576, 4.732, 2.110)
H (-6.114, 0.609, 2.816)

Atoms 1-6, force components in eV/Å:
0.303 -0.484 0.274
-0.058 -0.113 -0.022
0.267 0.123 0.304
0.047 0.211 -0.125
-0.196 0.052 0.113
-0.005 0.162 0.071


C32H52FeN3OP2S | ωB97M-V with the def2-TZVPD basis set

Calculated values
Highest occupied orbital energy (spin up / spin down) ... -9.924 / -9.803 eV
LUMO level (spin up / spin down) ... -1.571 / -4.073 eV
2S+1 ... 5
Energy relative to the best compared isomer or geometry (same formula, charge and spin) ... 0.0 kcal per mole
Kohn-Sham gap (spin up / spin down) ... 8.35 / 5.73 eV
Charge ... +1
Expectation value of S² ... 6.1215

Geometry (Å):
Fe (0.530, 0.210, -0.247)
S (0.357, 0.688, -2.542)
P (-0.255, -1.960, 0.184)
P (-0.278, 2.281, 0.475)
O (3.290, 0.007, 0.967)
N (-0.419, -0.150, -4.951)
N (0.302, -0.017, 2.173)
N (1.858, -0.220, -4.549)
C (0.471, -2.351, 1.814)
C (-0.579, 2.109, 5.067)
C (0.747, -3.626, 2.283)
C (-1.196, 4.553, 5.213)
C (1.477, -1.437, 3.821)
C (2.111, -1.105, -5.679)
C (0.502, -3.129, -1.069)
C (-0.396, 0.443, -6.289)
C (-2.242, 3.046, -1.354)
C (1.693, -5.216, 3.999)
C (-0.277, 2.286, 2.304)
C (-2.782, -2.392, -0.899)
C (1.984, -2.796, -1.261)
C (0.739, -1.229, 2.638)
C (-2.654, -1.993, 1.592)
C (-0.020, 1.046, 2.956)
C (-0.229, 0.985, 4.354)
C (-1.976, -2.625, 0.377)
C (0.387, 5.116, 0.399)
C (2.239, 3.446, 0.184)
C (1.395, -3.833, 3.498)
C (-2.997, 1.824, 0.705)
C (0.325, -4.639, -0.902)
C (0.626, 0.065, -4.103)
C (-1.768, -0.249, -4.411)
C (1.801, -2.711, 4.227)
C (0.761, 3.722, -0.100)
C (-0.779, 3.338, 4.438)
C (2.301, 0.104, 0.414)
C (3.060, 0.193, -3.841)
C (-0.651, 3.390, 3.049)
C (-2.017, 2.853, 0.144)
H (-0.941, 1.392, -6.276)
H (-1.577, 3.801, -1.776)
H (-0.025, -2.830, -1.984)
H (2.380, -2.850, 5.133)
H (-2.162, 3.806, 0.659)
H (-2.334, -2.890, -1.761)
H (-0.682, 5.322, 0.339)
H (-0.882, -0.224, -7.002)
H (-2.386, -0.778, -5.136)
H (0.896, 5.861, -0.215)
H (-2.285, 4.648, 5.213)
H (2.406, -3.410, -2.059)
H (-2.852, -1.322, -1.116)
H (-2.905, 1.718, 1.786)
H (1.049, -5.040, -0.195)
H (-1.879, -3.698, 0.559)
H (-2.811, 0.851, 0.245)
H (0.458, -4.488, 1.699)
H (1.322, -5.347, 5.016)
H (-0.164, 0.037, 4.866)
H (2.125, -1.747, -1.524)
H (-0.722, 2.034, 6.139)
H (-0.678, -4.927, -0.585)
H (-0.786, 5.461, 4.772)
H (1.238, -5.975, 3.366)
H (-2.694, -0.907, 1.503)
H (0.720, 5.262, 1.427)
H (-3.796, -2.777, -0.782)
H (3.478, -0.642, -3.275)
H (2.547, -2.995, -0.346)
H (1.205, -1.634, -5.955)
H (2.771, -5.390, 4.023)
H (2.493, -0.556, -6.542)
H (-3.271, 3.363, -1.537)
H (0.616, 0.640, -6.621)
H (-2.204, 0.736, -4.225)
H (2.419, 3.366, 1.259)
H (-0.882, 4.320, 2.547)
H (0.509, -5.124, -1.862)
H (3.799, 0.528, -4.570)
H (-2.128, -2.235, 2.516)
H (2.570, 2.523, -0.289)
H (2.868, -1.833, -5.384)
H (1.832, -0.584, 4.383)
H (0.616, 3.692, -1.186)
H (-2.070, 2.109, -1.886)
H (2.834, 1.006, -3.159)
H (2.855, 4.260, -0.203)
H (-4.024, 2.113, 0.477)
H (-1.757, -0.809, -3.480)
H (-0.870, 4.490, 6.250)
H (-3.678, -2.359, 1.682)

Atoms 1-6, force components in eV/Å:
0.055 -0.162 0.433
-0.516 0.483 -0.604
-0.078 -1.042 -0.084
-0.246 0.897 -0.038
0.066 0.021 -0.120
0.053 0.114 0.078


C32H52I2N5O4S | ωB97M-V with the def2-TZVPD basis set

Calculated values
Highest occupied orbital energy ... -10.677 eV
LUMO level ... -2.793 eV
2S+1 ... 1
Kohn-Sham gap ... 7.88 eV
Charge ... +1

Geometry (Å):
I (3.373, 2.833, 3.595)
I (0.751, 0.773, 4.552)
S (-0.922, 1.377, 2.100)
O (1.246, 5.776, -1.212)
O (-2.662, 8.428, -0.926)
O (3.543, -0.750, -1.503)
O (3.213, 2.889, 0.195)
N (-0.738, 5.846, -0.110)
N (-4.040, 10.204, -1.202)
N (-0.140, 7.549, -1.486)
N (-4.640, 8.496, 0.182)
N (2.227, 1.972, -0.145)
C (-5.039, -1.096, -0.518)
C (1.801, 1.535, 2.742)
C (2.382, -2.283, 1.260)
C (3.907, 0.084, -0.387)
C (-4.629, -0.579, 0.955)
C (4.326, -1.917, -1.603)
C (5.801, -2.030, -1.348)
C (6.468, -3.386, -1.562)
C (2.147, 2.064, -1.629)
C (-0.997, 1.312, -1.294)
C (2.480, 0.326, 1.879)
C (-4.983, 0.978, 1.185)
C (1.899, -1.118, 2.281)
C (0.191, 6.356, -0.955)
C (-2.093, -4.525, 0.012)
C (-0.014, -6.054, 0.045)
C (-3.712, 9.005, -0.665)
C (5.721, -4.611, -2.032)
C (-0.253, 1.903, -0.503)
C (0.675, 2.372, 1.931)
C (4.236, -4.499, -2.277)
C (-0.652, -4.733, -0.641)
C (2.532, 0.576, 0.302)
C (0.926, 2.529, 0.357)
C (2.246, -3.673, 2.066)
C (2.067, -4.941, 1.108)
C (-4.244, -3.539, -1.249)
C (3.583, -3.170, -2.064)
C (-5.323, -2.690, -0.421)
C (2.175, 2.112, -2.853)
C (-2.771, -3.261, -0.705)
C (0.610, -5.569, 1.436)
H (-4.955, 1.534, 0.194)
H (1.447, -3.571, 2.865)
H (-4.304, -3.354, -2.369)
H (-1.500, 1.038, -2.267)
H (-2.718, -2.398, 0.045)
H (2.286, -1.465, 3.297)
H (-2.095, -2.940, -1.570)
H (-0.662, -4.807, -1.770)
H (-2.036, -4.334, 1.138)
H (2.469, -3.092, -2.258)
H (6.398, -1.134, -1.022)
H (-1.602, 6.312, 0.105)
H (3.569, 0.307, 2.231)
H (2.819, -5.728, 1.441)
H (3.615, -5.367, -2.650)
H (-5.240, -3.056, 0.659)
H (-2.691, -5.489, -0.101)
H (-5.231, -1.182, 1.708)
H (1.719, -0.086, -0.157)
H (-6.008, 1.038, 1.658)
H (-4.897, 10.684, -0.994)
H (4.536, 0.942, -0.773)
H (0.845, -6.449, -0.585)
H (0.516, 7.971, -2.121)
H (-4.163, -0.907, -1.227)
H (-2.000, 2.155, 1.728)
H (-4.442, 7.606, 0.606)
H (-0.016, -3.849, -0.283)
H (-1.009, 8.026, -1.274)
H (7.586, -3.528, -1.411)
H (1.804, -2.274, 0.289)
H (2.516, 2.425, -3.883)
H (3.049, 3.737, -0.295)
H (6.206, -5.613, -2.226)
H (3.231, -3.834, 2.630)
H (2.208, -4.705, 0.013)
H (-6.393, -2.885, -0.755)
H (-4.153, 1.396, 1.841)
H (0.757, -1.152, 2.228)
H (4.549, -0.449, 0.395)
H (0.893, 3.658, 0.106)
H (-3.383, 10.624, -1.837)
H (-5.954, -0.548, -0.902)
H (-0.028, -4.707, 1.810)
H (0.431, 3.375, 2.418)
H (3.503, -2.125, 1.128)
H (-5.501, 8.963, 0.399)
H (-0.538, 4.960, 0.313)
H (-0.789, -6.856, 0.249)
H (-3.526, -0.724, 1.172)
H (0.686, -6.370, 2.229)
H (-4.479, -4.641, -1.055)

Atoms 1-6, force components in eV/Å:
-0.647 -0.305 -0.626
1.102 0.183 0.281
-0.508 0.004 0.168
0.257 -0.667 0.282
-0.218 -0.123 0.202
1.453 -1.027 1.087


C32H52N3NiO2 | ωB97M-V with the def2-TZVPD basis set

Calculated values
Highest occupied orbital energy (spin up / spin down) ... -9.826 / -10.638 eV
LUMO level (spin up / spin down) ... -1.845 / -5.352 eV
2S+1 ... 3
Kohn-Sham gap (spin up / spin down) ... 7.98 / 5.29 eV
Charge ... +1
Expectation value of S² ... 2.0435

Geometry (Å):
Ni (0.306, 1.366, -1.092)
O (1.966, 1.287, -0.529)
O (-1.392, 1.293, -1.530)
N (-0.027, -0.046, 0.053)
N (0.205, 3.478, -0.919)
N (0.935, 1.433, -3.129)
C (4.095, -3.094, 3.626)
C (5.813, -0.088, -0.002)
C (1.252, -1.556, 1.564)
C (2.668, -2.949, 3.092)
C (5.283, 1.479, 1.886)
C (1.090, -0.491, 0.691)
C (-3.604, 0.866, -3.448)
C (2.294, -4.261, 2.387)
C (3.492, 0.077, 0.877)
C (-2.005, -1.372, 0.817)
C (-3.925, -2.336, 2.932)
C (-5.708, 0.658, -2.130)
C (-4.230, 1.044, -2.056)
C (-4.127, 2.511, -1.611)
C (-2.070, 0.397, -0.882)
C (3.578, -0.984, 1.763)
C (4.755, 0.867, 0.577)
C (-4.076, -2.645, 1.434)
C (-4.059, -0.787, -0.299)
C (0.756, 4.739, -3.003)
C (-5.573, -2.746, 1.126)
C (-1.340, -0.412, 0.064)
C (1.214, 3.734, -4.062)
C (-0.336, 4.260, -2.051)
C (4.529, 1.997, -0.429)
C (1.740, -2.702, 4.292)
C (1.900, 2.474, -3.543)
C (-3.462, 0.193, -1.064)
C (-3.433, -3.999, 1.098)
C (2.216, 0.339, 0.317)
C (2.505, -1.804, 2.116)
C (-3.371, -1.572, 0.634)
H (-6.090, -1.819, 1.367)
H (-5.828, -0.375, -2.446)
H (1.925, 4.254, -4.708)
H (-3.646, -0.180, -3.746)
H (4.132, -3.929, 4.321)
H (0.696, -2.657, 3.997)
H (-5.112, -0.956, -0.418)
H (2.540, 2.081, -4.339)
H (-0.439, 3.578, -0.129)
H (1.854, -3.505, 5.015)
H (0.158, 1.438, -3.791)
H (-1.051, 3.636, -2.587)
H (1.264, -4.260, 2.042)
H (-6.198, 0.799, -1.170)
H (-3.519, -4.196, 0.031)
H (6.068, -0.876, 0.702)
H (1.999, -1.762, 4.775)
H (-6.212, 1.289, -2.856)
H (4.535, -1.195, 2.204)
H (1.622, 5.069, -2.422)
H (-4.148, 1.458, -4.179)
H (0.359, 3.449, -4.681)
H (0.371, 5.610, -3.537)
H (-4.350, -1.360, 3.157)
H (-6.006, -3.535, 1.737)
H (-2.565, 1.184, -3.441)
H (2.422, -5.095, 3.071)
H (-0.866, 5.138, -1.668)
H (-4.557, 2.631, -0.618)
H (4.543, 2.146, 2.323)
H (-3.089, 2.828, -1.580)
H (2.528, 2.715, -2.685)
H (2.943, -4.418, 1.526)
H (-3.946, -4.791, 1.638)
H (4.188, 1.595, -1.380)
H (-2.381, -4.027, 1.368)
H (-1.481, -1.961, 1.549)
H (1.392, 0.523, -3.220)
H (5.524, 0.711, 2.617)
H (5.448, -0.552, -0.917)
H (6.188, 2.048, 1.685)
H (0.428, -2.197, 1.820)
H (3.786, 2.699, -0.057)
H (-4.669, 3.149, -2.304)
H (4.798, -3.301, 2.822)
H (-4.457, -3.086, 3.512)
H (1.090, 3.897, -0.633)
H (5.461, 2.535, -0.594)
H (6.720, 0.465, -0.232)
H (-2.885, -2.339, 3.247)
H (4.408, -2.202, 4.164)
H (-5.747, -3.000, 0.083)

Atoms 1-6, force components in eV/Å:
0.089 0.230 -0.068
1.426 -0.300 0.626
-1.656 -0.327 -0.159
-0.142 0.037 -0.053
-0.100 0.368 0.173
0.134 -0.115 -0.453


C32H53F2N11O3PS3Si | ωB97M-V with the def2-TZVPD basis set

Calculated values
Highest occupied orbital energy ... -10.291 eV
LUMO level ... -3.317 eV
2S+1 ... 1
Kohn-Sham gap ... 6.97 eV
Charge ... +1

Geometry (Å):
S (-5.716, -2.461, 2.679)
S (-0.487, 6.209, 2.610)
S (-1.993, -3.440, -1.125)
P (3.055, -3.261, -1.149)
Si (-2.031, 1.030, -3.523)
F (-2.341, 2.876, 1.228)
F (-0.655, 3.437, 0.049)
O (-2.803, 5.935, 3.924)
O (1.891, -3.717, -0.297)
O (-1.055, -1.869, 1.646)
N (2.975, -1.556, -0.720)
N (-3.029, -1.881, 2.942)
N (-0.427, 1.585, 1.349)
N (-2.270, 6.039, 6.025)
N (-3.079, -1.554, 0.576)
N (-1.130, 6.154, 5.285)
N (4.348, -4.161, -0.454)
N (-1.389, -4.287, 4.754)
N (-0.114, -0.132, 2.918)
N (-2.231, 0.202, 1.945)
N (3.931, -2.833, -2.608)
C (-2.651, 2.095, -4.948)
C (0.986, 1.992, 1.393)
C (-2.845, 2.565, -7.293)
C (-3.249, 5.917, 5.193)
C (-0.076, -1.583, 2.603)
C (-1.348, 2.358, 0.476)
C (1.223, 3.019, 2.539)
C (-3.479, -0.049, -2.983)
C (-3.618, 3.675, -7.007)
C (-3.428, 3.215, -4.654)
C (1.577, 4.437, 2.073)
C (5.148, -3.800, 0.699)
C (-4.193, -2.217, 2.770)
C (-2.498, -2.313, -0.193)
C (-0.669, -0.150, -4.079)
C (-1.364, 2.116, -2.090)
C (5.317, -2.459, -2.557)
C (-0.867, 0.582, 2.057)
C (-0.596, -4.648, 2.539)
C (-0.718, -3.811, 3.787)
C (-1.883, 1.584, -0.752)
C (-3.919, 3.987, -5.694)
C (-2.859, 0.714, 3.201)
C (4.248, -5.609, -0.638)
C (-2.369, 1.759, -6.269)
C (1.079, 5.447, 3.133)
C (1.622, -1.035, -0.852)
C (-1.468, 6.091, 4.037)
C (-0.092, -2.426, 3.896)
C (-2.304, -1.284, 1.829)
C (3.598, -3.607, -3.808)
C (3.586, -1.042, 0.491)
H (1.327, 2.362, 0.432)
H (-4.339, 0.504, -2.605)
H (-0.273, 2.067, -2.123)
H (4.066, -4.601, -3.813)
H (0.295, 3.096, 3.114)
H (-3.811, -0.576, -3.883)
H (3.230, -5.917, -0.889)
H (-1.426, -4.400, 1.877)
H (-3.933, 0.548, 3.184)
H (0.980, 5.000, 4.122)
H (-0.708, -1.064, -3.479)
H (3.347, -1.642, 1.385)
H (-4.290, 5.813, 5.438)
H (1.096, 4.691, 1.130)
H (-1.788, 0.880, -6.510)
H (-1.716, 0.517, -0.614)
H (5.431, -2.751, 0.696)
H (0.320, 0.302, -3.995)
H (5.561, -1.942, -3.488)
H (-2.409, 0.287, 4.098)
H (-0.820, -0.470, -5.111)
H (3.242, -0.020, 0.674)
H (4.523, -6.143, 0.272)
H (1.616, 1.129, 1.611)
H (-1.414, -3.614, 5.522)
H (0.883, -1.768, 2.112)
H (0.988, -1.296, 0.012)
H (-2.719, 1.792, 3.268)
H (-3.131, -0.814, -2.288)
H (-3.670, 3.465, -3.627)
H (-4.010, 4.301, -7.798)
H (-4.545, 4.843, -5.472)
H (6.093, -4.348, 0.665)
H (-2.962, 1.748, -0.729)
H (4.669, -0.964, 0.394)
H (1.654, 0.054, -0.952)
H (-2.603, 2.319, -8.320)
H (4.651, -4.023, 1.654)
H (1.985, 2.649, 3.227)
H (-0.554, -1.840, 4.690)
H (5.520, -1.757, -1.749)
H (5.989, -3.320, -2.456)
H (3.912, -3.075, -4.708)
H (0.365, -4.570, 2.031)
H (1.795, 6.259, 3.249)
H (2.652, 4.597, 1.991)
H (-0.762, -5.680, 2.845)
H (2.516, -3.747, -3.878)
H (-1.713, 3.126, -2.301)
H (4.910, -5.948, -1.443)
H (1.130, -1.423, -1.745)
H (0.956, -2.574, 4.182)
H (0.783, 0.262, 3.166)

Atoms 1-6, force components in eV/Å:
0.188 -0.331 -0.003
-0.338 -0.240 -0.218
0.284 0.299 -0.210
3.387 2.496 4.112
-0.117 -0.373 -0.372
0.010 -0.270 0.242


Sequential calculated total energy output: -86320.3447; -104341.7935; -76686.4147; -83631.9769; -111675.0673 eV
Sequential molecular weight output: 777.4; 644.6; 856.7; 569.5; 833.1 Da
Sequential largest force on an atom output: 0.6; 1.0; 4.1; 1.7; 5.9 eV Å⁻¹